1.
{"formula": "C8H24AsN2O4PPt", "method": "the ωB97M-V functional and the def2-TZVPD basis", "total_charge": 2, "de_lowest_kj_mol": 264.2, "elements": ["Pt", "O", "O", "C", "N", "C", "N", "O", "H", "H", "H", "H", "H", "H", "C", "P", "C", "C", "H", "H", "H", "H", "H", "H", "H", "H", "H", "C", "As", "C", "C", "O", "H", "H", "H", "H", "H", "H", "H", "H", "H"], "coordinates": [[0.287818, -0.628830, 0.076886], [0.424274, -2.475100, -0.047996], [-0.458410, -2.256251, 0.896695], [4.902640, -0.359338, -0.025804], [3.469105, -0.182805, -0.159583], [2.840523, 0.351199, -1.212164], [3.555478, 0.810885, -2.238661], [1.574041, 0.429057, -1.255328], [5.120308, -0.825644, 0.930356], [5.416181, 0.603177, -0.053171], [5.287627, -1.010748, -0.812081], [2.884329, -0.523099, 0.594974], [4.562488, 0.806783, -2.236596], [3.083932, 1.235985, -3.020163], [-1.017203, -2.188517, -3.058193], [-1.647067, -0.987520, -1.840719], [-3.146552, -1.724656, -1.096801], [-2.176939, 0.489410, -2.774365], [-1.768886, -2.321204, -3.839239], [-0.827257, -3.147785, -2.577431], [-0.093785, -1.829044, -3.508415], [-3.660111, -2.309723, -1.861996], [-3.813415, -0.945296, -0.734792], [-2.883910, -2.385818, -0.271349], [-3.009083, 0.208590, -3.422231], [-1.351318, 0.856232, -3.380928], [-2.497040, 1.280076, -2.097755], [-0.605364, 3.142392, 2.951059], [-0.877957, 1.317261, 2.371697], [-0.015111, 0.036860, 3.559712], [-2.775516, 0.916049, 2.217615], [-0.168245, 1.220021, 0.828615], [-1.120741, 3.315203, 3.895269], [-1.006422, 3.812171, 2.185944], [0.461634, 3.336878, 3.080164], [-0.536837, 0.017010, 4.516074], [1.022072, 0.336269, 3.733521], [-0.051179, -0.964419, 3.119477], [-3.295927, 1.260895, 3.111260], [-2.919425, -0.160629, 2.109008], [-3.168748, 1.444021, 1.347431]], "forces_ev_per_angstrom": [[-2.1, 2.0, -1.7], [2.2, -3.2, -2.4], [-1.8, 1.0, 1.9], [0.3, 0.1, -0.2], [-0.3, -0.2, 0.3], [0.1, -0.2, 0.3], [0.1, 0.0, -0.1], [-0.7, -0.1, 0.1], [-0.1, 0.0, 0.0], [0.0, 0.0, 0.0], [0.0, 0.0, 0.0], [0.2, 0.1, -0.3], [-0.1, 0.0, 0.0], [0.0, 0.0, 0.1], [0.3, 0.2, 0.6], [0.3, -0.4, 0.2], [0.6, 0.2, 0.3], [0.7, 0.0, 0.6], [-0.1, 0.1, 0.1], [0.0, 0.0, 0.1], [0.0, 0.1, 0.0], [0.1, 0.1, -0.2], [0.0, 0.1, 0.0], [0.1, 0.0, 0.0], [0.0, -0.2, 0.1], [0.0, 0.0, 0.0], [0.0, 0.0, 0.0], [-0.1, -0.2, -0.1], [-0.2, 0.2, 0.5], [-0.1, 0.3, -0.1], [0.4, 0.1, 0.1], [0.3, 0.0, -0.2], [0.0, -0.1, 0.0], [0.0, -0.2, 0.1], [-0.1, -0.1, -0.1], [0.0, 0.0, 0.0], [-0.2, 0.0, -0.1], [-0.1, 0.2, 0.0], [0.0, 0.0, 0.0], [0.1, 0.1, 0.0], [0.1, 0.0, 0.1]], "nbo_charge": [1.2142, -0.3129, -0.3271, -0.4361, -0.5809, 0.7991, -0.7832, -0.7331, 0.2458, 0.2181, 0.2204, 0.3961, 0.4252, 0.4323, -0.9691, 1.3372, -0.9712, -0.9614, 0.2825, 0.2892, 0.2772, 0.2868, 0.2682, 0.2923, 0.2875, 0.2800, 0.2762, -0.9666, 1.9143, -0.9888, -0.9807, -1.1415, 0.2699, 0.2730, 0.2718, 0.2770, 0.2643, 0.2648, 0.2756, 0.2558, 0.2579]}



2.
{"formula": "C8H24B2O28", "method": "the ωB97M-V functional and the def2-TZVPD basis", "total_charge": -2, "de_lowest_kj_mol": 756.8, "elements": ["O", "C", "O", "B", "O", "C", "O", "O", "C", "O", "C", "O", "O", "O", "C", "O", "B", "O", "C", "O", "O", "C", "O", "C", "O", "O", "O", "H", "H", "O", "H", "H", "O", "H", "H", "O", "H", "H", "O", "H", "H", "O", "H", "H", "O", "H", "H", "O", "H", "H", "O", "H", "H", "O", "H", "H", "O", "H", "H", "O", "H", "H"], "coordinates": [[-39.188955, 6.132273, 6.675815], [-38.861226, 7.250129, 7.171578], [-39.435686, 7.755339, 8.210543], [-39.006206, 9.229553, 8.135558], [-38.100925, 9.408145, 6.969747], [-38.076155, 8.256169, 6.492224], [-37.336095, 7.919140, 5.623183], [-38.209157, 9.586993, 9.348479], [-38.993152, 10.283497, 10.017380], [-38.827802, 10.488292, 11.200346], [-40.103748, 10.828422, 9.203548], [-40.093704, 10.179055, 8.152151], [-40.663563, 11.878906, 9.383306], [-39.933086, 3.718644, 10.411324], [-38.978070, 4.401365, 10.750348], [-37.882339, 4.550179, 10.263471], [-37.330015, 5.783077, 10.650228], [-38.288896, 6.331033, 11.648779], [-39.226750, 5.469958, 11.700671], [-40.180881, 5.544061, 12.402449], [-37.197180, 6.722758, 9.411523], [-35.915408, 6.967644, 9.407318], [-35.390952, 7.591250, 8.422819], [-35.217392, 6.381891, 10.427299], [-35.986508, 5.792174, 11.220353], [-33.966367, 6.311068, 10.625013], [-40.873923, 2.525400, 13.129472], [-41.714935, 2.039195, 13.202355], [-41.147343, 3.310982, 12.504761], [-37.405629, 1.870349, 8.853666], [-36.684933, 2.554155, 9.176505], [-37.807208, 2.143265, 7.925906], [-33.496341, 3.363600, 10.896681], [-33.605156, 4.290038, 10.927178], [-34.382332, 2.924614, 10.959602], [-35.290714, 4.657709, 13.717769], [-34.396192, 4.555831, 13.728455], [-35.572386, 4.127977, 12.950863], [-30.747478, 7.045724, 10.058300], [-29.833846, 6.888062, 9.824306], [-31.111518, 6.528283, 10.640236], [-39.028092, 1.006134, 10.936148], [-39.754876, 1.778251, 10.966334], [-38.555785, 0.993907, 10.242585], [-32.982352, 8.600181, 7.795598], [-33.886729, 8.346748, 8.175374], [-32.396241, 8.477961, 8.524171], [-32.940654, 4.640474, 7.615670], [-32.976057, 5.521255, 8.029828], [-32.796456, 4.755060, 6.658114], [-40.883719, 3.874373, 7.432049], [-40.427322, 4.685922, 7.053017], [-40.664735, 3.525824, 8.366405], [-41.870811, 8.646696, 12.527995], [-42.204205, 9.243200, 13.245318], [-41.087109, 8.223295, 13.018373], [-32.237239, 8.891697, 11.874495], [-31.581971, 9.346344, 12.182306], [-31.880743, 8.285936, 11.267565], [-40.705322, 6.963576, 14.661491], [-40.399868, 6.312227, 14.072154], [-41.575457, 6.472109, 14.866621]], "forces_ev_per_angstrom": [[1.6, 3.0, 1.5], [-4.1, -5.0, -1.4], [0.2, 2.3, 0.4], [1.2, 0.0, 1.0], [-2.3, 2.7, 2.6], [3.4, -2.7, -3.0], [0.9, -0.5, -2.0], [1.3, -2.7, -3.3], [-0.5, 1.9, 6.0], [-0.4, 0.6, 0.1], [0.3, 3.7, 2.6], [-1.2, -3.1, -5.1], [-0.8, -0.1, 0.5], [1.0, -0.7, -0.1], [-7.6, -1.6, 0.7], [6.1, -1.5, -3.6], [-0.2, 3.4, 0.3], [2.2, 0.9, -0.9], [-1.1, 0.8, 1.8], [-1.7, -0.3, 1.1], [0.6, -1.6, 2.3], [-1.0, 5.3, -9.6], [-1.6, -1.9, 3.6], [8.7, -1.7, 4.0], [-2.8, -2.2, 1.5], [-2.9, 0.7, -1.4], [-1.6, 1.9, -1.7], [0.6, 0.1, 0.0], [1.1, -1.9, 1.7], [1.0, 2.1, -1.7], [-2.5, -1.8, -1.6], [1.6, -0.3, 3.0], [-0.7, -2.8, 0.2], [-0.6, 2.0, 0.0], [1.3, 0.9, -0.1], [-4.0, -0.2, -0.3], [4.0, -0.3, 0.1], [0.1, 0.5, 0.5], [2.6, 5.5, -5.4], [-0.2, -0.5, 0.5], [-2.6, -5.1, 4.9], [-8.0, 1.7, 9.2], [3.0, -2.6, -0.6], [5.1, 0.7, -8.4], [-1.7, -0.2, -0.2], [1.4, 0.3, -0.8], [0.7, -0.2, 0.8], [0.2, 0.0, -0.3], [0.0, -0.2, -0.5], [-0.2, 0.3, 0.8], [0.0, -0.6, 0.6], [-0.1, -1.2, 1.8], [0.2, 1.9, -2.3], [1.1, 0.0, 2.1], [0.4, -0.7, -1.1], [-1.6, 0.6, -1.1], [-6.7, -3.0, -1.4], [6.1, 4.3, 2.9], [0.6, -1.1, -1.4], [-3.1, -0.3, 2.2], [1.5, -1.2, -1.9], [1.7, 1.6, -0.1]], "nbo_charge": [-0.6296, 0.6909, -0.6075, 1.1379, -0.5951, 0.6465, -0.5550, -0.6132, 0.6486, -0.5827, 0.6885, -0.6329, -0.5826, -0.6152, 0.7118, -0.6204, 1.1749, -0.6000, 0.6746, -0.6045, -0.5895, 0.6546, -0.5710, 0.6768, -0.6033, -0.6245, -0.9564, 0.4558, 0.4988, -0.9931, 0.4933, 0.5032, -0.9592, 0.4889, 0.4630, -0.9212, 0.4577, 0.4647, -0.9494, 0.4827, 0.4737, -0.9779, 0.5052, 0.4598, -0.9939, 0.5049, 0.4577, -0.9620, 0.4938, 0.4676, -1.0460, 0.5252, 0.5039, -0.9576, 0.4515, 0.4983, -0.9192, 0.4398, 0.4737, -0.9519, 0.4909, 0.4556]}



Number 1: electronic energy -93210.4587 eV. Number 2: electronic energy -67377.8356 eV.